Model P:
{
  "formula": "H16O8",
  "method": "ωB97M-V with the def2-TZVPD basis set",
  "symbols": ["O", "H", "H", "O", "H", "H", "O", "H", "H", "O", "H", "H", "O", "H", "H", "O", "H", "H", "O", "H", "H", "O", "H", "H"],
  "positions_angstrom": [[-2.4904, 0.3218, 2.2989], [-3.3336, 0.6748, 2.7026], [-1.8188, -0.0614, 2.9441], [0.3336, 2.8559, -1.6352], [-0.4865, 3.2526, -1.6116], [0.2551, 1.9557, -2.0049], [2.0235, -1.4847, -2.1186], [1.6590, -2.3877, -2.4007], [2.9128, -1.6206, -2.1988], [-0.1361, 0.2866, -2.3860], [-0.6095, -0.2835, -2.8649], [0.6984, -0.1187, -2.4428], [-0.3005, -2.6484, 2.4179], [-1.0431, -3.3229, 2.2176], [-0.8100, -2.0013, 3.2048], [-1.3504, 2.3602, 0.8266], [-0.9115, 2.2466, -0.0535], [-1.2918, 1.5994, 1.3305], [0.0069, -0.2559, 0.5073], [-0.6825, -0.7300, 0.9897], [0.0893, -0.4887, -0.4003], [2.6819, -0.0530, 0.5561], [2.8353, 0.0473, -0.3239], [1.7687, -0.1440, 0.4450]],
  "orbital_gap_ev": 9.77,
  "homo_ev": -9.919,
  "spin_multiplicity": 1,
  "smiles": "O.O.O.O.O.O.O.O",
  "e_lumo_ev": -0.15
}

Model Q:
{
  "formula": "H16O8",
  "method": "ωB97M-V with the def2-TZVPD basis set",
  "symbols": ["O", "H", "H", "O", "H", "H", "O", "H", "H", "O", "H", "H", "O", "H", "H", "O", "H", "H", "O", "H", "H", "O", "H", "H"],
  "positions_angstrom": [[0.2597, -0.1696, 0.0250], [0.2623, -1.1198, -0.1369], [0.1719, 0.2177, -0.8532], [-1.5156, -3.5015, -0.8355], [-1.1375, -3.2646, 0.0189], [-2.4378, -3.6992, -0.6371], [-2.0412, 3.7464, 2.3931], [-1.7191, 3.5698, 1.5020], [-1.4754, 3.2081, 2.9580], [-3.4282, 2.5695, 0.7928], [-3.5053, 1.7035, 0.3768], [-3.6885, 2.4141, 1.7078], [0.2678, 1.7722, -4.2512], [0.0941, 1.7865, -3.3033], [0.9898, 2.4001, -4.3669], [1.9479, -4.2614, -0.6466], [2.6145, -4.9571, -0.6712], [2.2664, -3.6553, 0.0318], [1.9864, 1.2628, 1.3816], [2.6023, 2.0040, 1.3979], [1.8989, 1.0511, 0.4454], [2.3371, -1.4109, 1.1073], [2.9027, -0.9484, 0.4787], [1.6489, -0.7702, 1.3192]],
  "orbital_gap_ev": 10.56,
  "homo_ev": -10.745,
  "spin_multiplicity": 1,
  "smiles": "O.O.O.O.O.O.O.O",
  "e_lumo_ev": -0.18
}

model Q wins, 1.226 eV ahead of the next structure.

Model P:
{
  "formula": "H16O8",
  "method": "ωB97M-V with the def2-TZVPD basis set",
  "symbols": ["O", "H", "H", "O", "H", "H", "O", "H", "H", "O", "H", "H", "O", "H", "H", "O", "H", "H", "O", "H", "H", "O", "H", "H"],
  "positions_angstrom": [[19.8250, -1.7150, -1.9550], [19.6850, -2.6920, -1.8750], [20.7060, -1.4920, -1.9910], [25.6180, -2.8510, -2.0030], [25.9630, -3.5350, -1.4400], [24.9890, -2.3280, -1.4680], [22.2920, -1.1100, -2.2500], [22.7630, -0.6180, -2.9420], [22.3770, -2.0400, -2.4330], [22.3600, 1.6620, -1.5620], [22.6860, 1.9290, -0.7050], [22.9440, 0.9390, -1.7680], [25.2490, 0.1290, -2.1210], [25.2050, 0.9100, -2.6170], [25.7270, -0.4510, -2.7210], [24.0110, -1.5600, -0.1250], [23.2660, -1.3080, -0.6070], [24.5740, -0.8840, -0.5060], [26.1180, 0.3600, 0.4460], [26.2220, 0.1890, -0.4630], [26.4090, 1.2430, 0.7050], [23.6280, -2.9000, 2.4350], [23.6440, -2.2140, 3.0690], [23.8120, -2.5700, 1.5830]],
  "orbital_gap_ev": 10.48,
  "homo_ev": -10.784,
  "spin_multiplicity": 1,
  "smiles": "O.O.O.O.O.O.O.O",
  "e_lumo_ev": -0.30
}

Model Q:
{
  "formula": "H16O8",
  "method": "ωB97M-V with the def2-TZVPD basis set",
  "symbols": ["O", "H", "H", "O", "H", "H", "O", "H", "H", "O", "H", "H", "O", "H", "H", "O", "H", "H", "O", "H", "H", "O", "H", "H"],
  "positions_angstrom": [[-0.6467, 0.7238, -2.9388], [-0.8020, 1.6497, -3.2403], [-1.4331, 0.4557, -2.4118], [2.0534, -1.7534, -0.6861], [1.5119, -1.6658, 0.1049], [1.6243, -2.3867, -1.2340], [-2.3626, -0.4964, 1.5932], [-2.5162, 0.4450, 1.3933], [-1.7157, -0.5136, 2.3142], [1.7555, 1.2568, 2.3058], [1.3591, 1.2286, 1.4137], [2.6181, 0.8666, 2.1758], [-0.3660, -0.0371, 3.4986], [0.4265, 0.3866, 3.0805], [-0.6749, 0.5590, 4.1882], [-2.4173, -0.6649, -1.1374], [-2.4219, -0.7250, -0.1680], [-2.4459, -1.5528, -1.4480], [2.2931, 0.5612, -2.9570], [2.6396, 0.1276, -2.1583], [1.4027, 0.2467, -3.0798], [0.3289, 0.5741, 0.0093], [-0.3983, 0.0506, 0.3342], [0.1876, 0.6637, -0.9521]],
  "orbital_gap_ev": 10.94,
  "homo_ev": -10.699,
  "spin_multiplicity": 1,
  "smiles": "O.O.O.O.O.O.O.O",
  "e_lumo_ev": 0.24
}

Model R:
{
  "formula": "H16O8",
  "method": "ωB97M-V with the def2-TZVPD basis set",
  "symbols": ["O", "H", "H", "O", "H", "H", "O", "H", "H", "O", "H", "H", "O", "H", "H", "O", "H", "H", "O", "H", "H", "O", "H", "H"],
  "positions_angstrom": [[0.5612, -0.0227, -0.8192], [-0.2283, -0.5316, -1.1134], [1.0906, -0.1024, -1.5362], [2.2099, -2.3874, -1.0753], [1.5417, -2.4685, -0.3962], [1.8891, -1.8520, -1.8838], [-2.2421, -0.2624, 3.3938], [-1.3198, -0.5987, 3.1180], [-2.5577, -0.7553, 4.1100], [-0.6643, 1.2557, 1.1440], [-0.6637, 1.6949, 0.3151], [-0.2038, 0.4161, 1.0181], [1.1812, 2.2009, -2.6223], [2.0613, 2.4523, -2.3907], [0.5345, 2.5902, -1.9103], [2.2218, -1.7278, 3.7017], [1.5005, -1.8367, 3.0025], [3.0202, -1.7877, 3.1881], [-2.5191, 0.3135, 1.5431], [-2.4660, 0.0369, 0.6152], [-3.3987, 0.2945, 1.8205], [-0.7865, 0.7750, -5.0680], [0.1032, 1.0406, -5.3104], [-0.6002, 0.2494, -4.2291]],
  "orbital_gap_ev": 8.86,
  "homo_ev": -9.308,
  "spin_multiplicity": 1,
  "smiles": "O.O.O.O.O.O.O.O",
  "e_lumo_ev": -0.45
}

Model S:
{
  "formula": "H16O8",
  "method": "ωB97M-V with the def2-TZVPD basis set",
  "symbols": ["O", "H", "H", "O", "H", "H", "O", "H", "H", "O", "H", "H", "O", "H", "H", "O", "H", "H", "O", "H", "H", "O", "H", "H"],
  "positions_angstrom": [[0.0977, -0.3883, -0.5288], [-0.1294, -0.9106, 0.2488], [-0.0510, 0.5226, -0.2510], [-2.6081, 2.6534, -2.4602], [-1.7898, 2.2574, -2.7802], [-2.5733, 3.5597, -2.7866], [-0.3231, -2.0703, 2.7836], [-0.6088, -2.9720, 2.5984], [-0.4369, -1.9793, 3.7364], [2.1189, -0.6837, -2.7298], [1.4670, -0.8990, -2.0533], [1.5949, -0.5596, -3.5292], [-1.8841, -0.9732, -1.8748], [-1.4887, -0.3787, -2.5224], [-1.4673, -0.7238, -1.0423], [2.1345, -1.1406, -0.4380], [2.5265, -1.4417, 0.3894], [1.6401, -1.9048, -0.7551], [-0.4260, 2.2131, 2.1326], [-1.1354, 1.5739, 2.2631], [-0.8743, 3.0663, 2.1431], [1.4846, 0.0439, 2.3181], [1.1143, 0.8305, 1.9021], [1.6178, 0.3048, 3.2363]],
  "orbital_gap_ev": 9.82,
  "homo_ev": -9.714,
  "spin_multiplicity": 1,
  "smiles": "O.O.O.O.O.O.O.O",
  "e_lumo_ev": 0.10
}

model Q wins, 1.650 eV ahead of the next structure.

Model P:
{
  "formula": "H16O8",
  "method": "ωB97M-V with the def2-TZVPD basis set",
  "symbols": ["O", "H", "H", "O", "H", "H", "O", "H", "H", "O", "H", "H", "O", "H", "H", "O", "H", "H", "O", "H", "H", "O", "H", "H"],
  "positions_angstrom": [[-2.4071, -0.3384, 2.1654], [-3.1935, 0.2111, 2.0767], [-2.4134, -0.6469, 3.0775], [-0.5634, 0.3365, 0.0826], [0.3463, 0.0113, 0.1727], [-1.0291, 0.0407, 0.8775], [1.3210, 1.2115, -2.4435], [0.3746, 1.0251, -2.5135], [1.3422, 2.1055, -2.0868], [2.1924, -0.4239, -0.2198], [1.8509, 0.0586, -0.9998], [2.3876, 0.2627, 0.4378], [2.0746, 1.8976, 1.4934], [2.8906, 2.3138, 1.7902], [1.5574, 2.6017, 1.0885], [-1.3198, 2.4054, -1.5060], [-2.0600, 2.0876, -2.0303], [-1.1272, 1.6847, -0.8768], [1.1138, -3.1100, -0.5613], [1.5957, -2.2685, -0.5680], [1.7525, -3.7631, -0.8592], [-2.5013, -2.5723, 0.1936], [-1.7708, -3.1904, 0.2900], [-2.4142, -1.9402, 0.9189]],
  "orbital_gap_ev": 10.78,
  "homo_ev": -10.615,
  "spin_multiplicity": 1,
  "smiles": "O.O.O.O.O.O.O.O",
  "e_lumo_ev": 0.17
}

Model Q:
{
  "formula": "H16O8",
  "method": "ωB97M-V with the def2-TZVPD basis set",
  "symbols": ["O", "H", "H", "O", "H", "H", "O", "H", "H", "O", "H", "H", "O", "H", "H", "O", "H", "H", "O", "H", "H", "O", "H", "H"],
  "positions_angstrom": [[-3.3967, 1.5807, 1.5172], [-2.9864, 1.1737, 0.7541], [-3.9325, 2.2859, 1.1542], [1.8992, -3.9842, -0.6291], [1.8081, -3.1986, -0.0899], [2.3338, -4.6179, -0.0584], [-2.1558, 1.3458, -1.0658], [-1.6260, 0.5858, -0.8252], [-1.5256, 2.0616, -1.1476], [0.1233, 2.9568, -1.4319], [0.3426, 3.8613, -1.6557], [0.7942, 2.6964, -0.8008], [-1.8634, -2.3244, -0.4876], [-2.1109, -1.9104, -1.3144], [-1.2639, -1.7011, -0.0772], [1.7934, -1.8016, 1.3208], [2.0425, -1.9177, 2.2377], [2.3441, -1.0823, 1.0117], [2.0802, 1.5080, 0.0359], [2.9173, 1.5484, 0.4984], [2.2327, 0.8947, -0.6831], [-0.2888, -0.0960, 0.4179], [0.4661, -0.6472, 0.6243], [-0.0272, 0.7823, 0.6943]],
  "orbital_gap_ev": 9.69,
  "homo_ev": -10.349,
  "spin_multiplicity": 1,
  "smiles": "O.O.O.O.O.O.O.O",
  "e_lumo_ev": -0.66
}

Model R:
{
  "formula": "H16O8",
  "method": "ωB97M-V with the def2-TZVPD basis set",
  "symbols": ["O", "H", "H", "O", "H", "H", "O", "H", "H", "O", "H", "H", "O", "H", "H", "O", "H", "H", "O", "H", "H", "O", "H", "H"],
  "positions_angstrom": [[-0.1233, 0.0128, -0.5900], [-0.3068, -0.0211, -1.5356], [0.6181, -0.5919, -0.4732], [-3.6468, 1.0844, -2.0674], [-3.4679, 1.4426, -1.1907], [-3.7992, 1.8644, -2.6128], [1.9441, -0.3993, -1.9576], [2.6570, -0.6616, -2.5508], [1.6988, 0.4820, -2.2611], [0.7002, 4.3672, 1.4738], [0.8087, 3.4900, 1.0895], [0.5797, 4.1977, 2.4150], [-0.1431, -3.9505, 0.5088], [0.4756, -4.6647, 0.6986], [-1.0042, -4.3198, 0.7350], [5.0114, 0.1368, -0.3405], [5.0238, 0.0886, 0.6221], [4.3469, 0.8079, -0.5331], [-3.3431, 0.1846, 0.1552], [-3.6487, -0.2680, 0.9494], [-2.3963, 0.0052, 0.1328], [-1.0377, -0.9782, 2.4744], [-0.3818, -1.0533, 3.1767], [-0.5652, -1.2559, 1.6816]],
  "orbital_gap_ev": 10.70,
  "homo_ev": -10.599,
  "spin_multiplicity": 1,
  "smiles": "O.O.O.O.O.O.O.O",
  "e_lumo_ev": 0.10
}

model P wins, 0.716 eV ahead of the next structure.

Model P:
{
  "formula": "CH3NO2S2",
  "method": "ωB97M-V with the def2-TZVPD basis set",
  "symbols": ["C", "S", "O", "N", "O", "S", "H", "H", "H"],
  "positions_angstrom": [[0.9631, -0.6119, 0.5357], [-0.0579, -1.7050, -0.3938], [-0.4655, -2.9475, 0.5147], [-1.6748, -2.7326, 1.6635], [-1.3535, -1.9136, 2.4874], [-3.0079, -3.3968, 1.3395], [0.3325, -0.6296, 1.4184], [2.0015, -0.8681, 0.6318], [0.9600, 0.3855, 0.2234]],
  "orbital_gap_ev": 7.47,
  "homo_ev": -8.689,
  "spin_multiplicity": 1,
  "smiles": "CSO[N+]([O-])=S",
  "e_lumo_ev": -1.22
}

Model Q:
{
  "formula": "CH3NO2S2",
  "method": "ωB97M-V with the def2-TZVPD basis set",
  "symbols": ["O", "C", "O", "N", "S", "H", "S", "H", "H"],
  "positions_angstrom": [[-1.9143, 1.3095, -0.5625], [-1.3427, 1.6806, 0.3332], [-0.7972, 2.0331, 1.2799], [-1.8797, -0.9667, 0.8616], [-0.9239, -1.9823, 0.2603], [-2.6091, -1.0554, 1.5769], [3.2608, -0.7534, -0.8546], [2.3171, 0.2743, -0.8761], [3.8892, -0.5399, -2.0188]],
  "orbital_gap_ev": [7.43, 7.44],
  "homo_ev": [-8.557, -8.552],
  "spin_multiplicity": 1,
  "smiles": "O=C=O.N=S.S",
  "e_lumo_ev": [-1.13, -1.11]
}

model Q wins, 3.403 eV ahead of the next structure.